The following is a DFT calculation (ωB97M-V with the def2-TZVPD basis set) of the molecule C19H23N3OS.

The geometry in XYZ format:
```
47
Properties=species:S:1:pos:R:3
C 3.2479 -1.5170 -2.6577
H 3.1908 -2.5858 -2.4301
O 2.7850 -0.7362 -1.5843
C 3.4575 -0.8174 -0.3819
C 4.5563 -1.6215 -0.1458
C 5.1659 -1.6156 1.1015
C 4.6854 -0.7994 2.1049
C 3.5861 0.0129 1.8800
C 2.9527 0.0056 0.6473
N 1.8649 0.8036 0.3008
C 0.9349 1.4303 1.0660
N 0.1283 2.3186 0.4178
C -1.1910 2.6105 0.9386
C -2.2490 2.0189 -0.0157
N -1.6208 0.9573 -0.7784
C -0.6866 1.5019 -1.7404
C 0.1792 2.5495 -1.0089
H 1.2078 2.5591 -1.3719
H -0.2321 3.5505 -1.1709
H -1.1936 1.9758 -2.6022
H -0.0769 0.6767 -2.1226
C -2.5514 0.0002 -1.3361
C -3.2227 -0.7885 -0.2418
C -2.4966 -1.1723 0.8796
C -3.1002 -1.8988 1.8890
C -4.4339 -2.2585 1.7851
C -5.1613 -1.8842 0.6689
C -4.5592 -1.1487 -0.3377
H -5.1331 -0.8527 -1.2053
H -6.2024 -2.1598 0.5826
H -4.9059 -2.8267 2.5731
H -2.5276 -2.1829 2.7593
H -1.4600 -0.8834 0.9601
H -1.9755 -0.6889 -1.9655
H -3.3108 0.4817 -1.9794
H -2.6616 2.8008 -0.6786
H -3.0716 1.5967 0.5616
H -1.2649 2.1597 1.9289
H -1.3137 3.6937 1.0359
S 0.7854 1.1976 2.6976
H 1.6657 0.7350 -0.6882
H 3.2145 0.6497 2.6638
H 5.1641 -0.7864 3.0716
H 6.0198 -2.2527 1.2743
H 4.9484 -2.2608 -0.9208
H 2.5864 -1.2924 -3.4938
H 4.2754 -1.2559 -2.9300
```

Summary:
E ... -37429.0335 eV
Total charge ... 0
HOMO energy ... -7.832 eV
Orbital gap ... 8.4 eV
Relative energy (zero: lowest compared OMol25 entry of this formula, charge and spin) ... 33.2 kcal per mole
SMILES ... COc1ccccc1NC(=S)N1CCN(Cc2ccccc2)CC1



The following is a DFT calculation (ωB97M-V with the def2-TZVPD basis set) of the molecule C19H23N5O2S in a non-equilibrium geometry.

The geometry in XYZ format:
```
50
Properties=species:S:1:pos:R:3
S 0.6614 -0.9731 2.0608
N -0.8150 -1.6274 -1.4132
N 2.6223 0.7323 -2.2701
N 2.5501 2.9360 -1.4787
O 1.2560 -1.4278 -0.5259
O 0.9027 -0.0960 -3.6200
C 0.3435 -1.4248 0.4609
C 0.4702 -1.5312 -1.6522
C 3.0985 1.7166 -1.5392
C -0.1052 4.7967 -3.0600
C -0.6884 3.7813 -3.8763
C 0.9969 4.4546 -2.2458
C 1.5138 0.9424 -2.9548
C -0.1608 2.5002 -3.8618
C 1.5252 3.2102 -2.2735
C 0.9417 2.2263 -3.0536
N -0.8963 -1.6838 -0.0743
N -2.3734 -3.0998 1.2938
C 1.1159 -1.4143 -3.0713
C -2.1158 -1.7430 0.7341
C 5.4533 2.1279 -0.8325
C 4.2215 1.3622 -0.5818
C -1.7186 -3.4006 2.6036
C -2.4103 -4.2036 0.3186
C -2.4169 -4.6329 3.2198
C -3.1316 -5.3636 0.9008
C -2.4112 -5.7702 2.2064
H -0.4781 5.7990 -3.0021
H -1.5467 3.9732 -4.4909
H 1.4886 5.1953 -1.6158
H -0.5308 1.7120 -4.4893
H 0.6714 -2.1543 -3.7164
H 2.1966 -1.6018 -3.1028
H -2.0632 -0.9725 1.5400
H -2.9451 -1.4233 0.0628
H 5.7312 2.0917 -1.8845
H 5.3305 3.1905 -0.5217
H 6.2929 1.7191 -0.2525
H 4.4765 0.2801 -0.6381
H 3.7880 1.5476 0.4240
H -0.6357 -3.5655 2.4801
H -1.8520 -2.5398 3.3062
H -2.9697 -3.8942 -0.5948
H -1.3884 -4.4643 0.0296
H -1.8679 -4.9125 4.1083
H -3.4280 -4.3698 3.5070
H -3.1543 -6.1940 0.1926
H -4.1386 -5.0622 1.0932
H -1.3864 -6.1036 1.9989
H -2.9375 -6.6103 2.6465
```

Summary:
E ... -42456.0255 eV
Total charge ... 0
HOMO energy ... -8.261 eV
Orbital gap ... 8.3 eV
Relative energy (zero: lowest compared OMol25 entry of this formula, charge and spin) ... 55.3 kcal per mole
SMILES ... CCc1nc(OCc2nn(CN3CCCCC3)c(=S)o2)c2ccccc2n1



The following is a DFT calculation (ωB97M-V with the def2-TZVPD basis set) of C19H23N7O4RhS2 as an isolated structure in a non-equilibrium geometry.

The geometry in XYZ format:
```
56
Properties=species:S:1:pos:R:3
Rh 1.0802 -0.4625 -0.0447
N -0.3028 -3.7563 -2.0247
C -1.3912 -3.7853 -1.2030
C -1.0825 -2.9958 -0.1316
N 0.1665 -2.4944 -0.2924
C 0.6256 -2.9623 -1.4502
C 1.9351 -2.5786 -1.8972
N 2.6762 -1.7852 -1.1321
C 3.8531 -1.6087 -1.7764
C 3.8370 -2.3144 -2.9488
N 2.6189 -2.9233 -3.0123
H -0.2412 -4.2096 -2.9203
H -2.2762 -4.3421 -1.4353
H -1.6693 -2.7649 0.7360
H 4.6433 -1.0165 -1.3618
H 4.5752 -2.4273 -3.7182
H 2.2921 -3.4823 -3.7840
C -3.1823 5.2567 -1.0192
C -2.1908 4.2200 -1.4371
C -1.3250 4.4466 -2.5065
C -0.4015 3.4882 -2.8942
C -0.3721 2.2808 -2.2222
C -1.2486 2.0200 -1.1880
C -2.1487 2.9884 -0.7897
S 0.8072 1.0016 -2.5891
O 0.1787 -0.2925 -2.2949
O 1.3636 1.1503 -3.9018
N 1.9873 1.0296 -1.4572
C 2.8128 2.0232 -1.0500
C 2.4376 2.3241 0.6628
O 2.7128 3.4448 0.9475
O 1.9989 1.3178 1.1821
H -2.7995 6.2567 -1.2011
H -3.4384 5.1543 0.0322
H -4.0961 5.1370 -1.6003
H -1.3721 5.3900 -3.0314
H 0.2637 3.6497 -3.7269
H -1.2372 1.0386 -0.7396
H -2.8173 2.7927 0.0352
H 2.7569 2.9681 -1.5939
H 3.8428 1.7033 -0.8774
S -0.9688 0.1335 1.4633
C -0.9418 -0.7545 2.9052
N -2.0134 -0.6879 3.6952
C -2.1679 -1.4535 4.9150
C -1.3122 -2.7086 4.8041
C 0.1165 -2.2929 4.4671
N 0.0869 -1.5340 3.2304
H -2.7332 -0.0365 3.4242
H -3.2237 -1.7031 5.0338
H -1.8588 -0.8545 5.7779
H -1.6951 -3.3388 4.0015
H -1.3446 -3.2780 5.7292
H 0.7591 -3.1618 4.3280
H 0.5338 -1.6822 5.2756
H 0.8904 -1.5277 2.6072
```

Summary:
E ... -63368.0811 eV
Total charge ... +1
HOMO energy (spin up / spin down) ... -10.320 / -10.366 eV
Orbital gap (spin up / spin down) ... 5.7 / 5.7 eV
Relative energy (zero: lowest compared OMol25 entry of this formula, charge and spin) ... 102.3 kcal per mole